[1]
57
Properties=species:S:1:pos:R:3:mulliken_spin:R:1 method="wB97M-V/def2-TZVPD" spin_multiplicity=4 max_force_ha_per_bohr=0.008 s_squared=3.78 homo_ev="1.19 / -0.50" de_lowest_ev=0.069 lumo_ev="5.1119 / 5.0757" charge=-2
V 0.94454 -0.04427 -0.01905 2.4507
B 1.89505 2.39504 2.34226 -0.0471
N 1.05103 1.21563 2.89732 0.0419
C 0.70953 1.02732 4.18200 0.0274
C 0.09222 -0.20441 4.29984 0.0008
C 0.10233 -0.70872 2.99479 0.0529
N 0.68438 0.14862 2.16181 -0.0313
N 1.26998 2.91996 1.01642 0.0927
C 1.10403 4.20558 0.66515 0.0276
C 0.62316 4.25107 -0.63200 0.0088
C 0.52252 2.90381 -1.00033 0.0969
N 0.91466 2.11570 -0.00206 -0.1076
H 3.04208 2.04766 2.15780 0.0221
H 1.81416 3.30304 3.15027 0.0003
H 0.92314 1.79255 4.90987 0.0071
H -0.32842 -0.65022 5.18520 0.0026
H -0.30534 -1.62527 2.59921 0.0030
H 1.34027 4.98907 1.36614 0.0077
H 0.37623 5.12302 -1.21403 0.0018
H 0.17416 2.44910 -1.91406 -0.0025
C 2.85464 -1.18894 -3.34172 -0.0236
C 2.98300 -1.66821 -1.88116 0.1457
C 4.42920 -1.41630 -1.41320 -0.0218
C 2.72656 -3.18945 -1.84466 -0.0147
N 2.05707 -0.98308 -1.05242 0.2213
H 3.56225 -1.68613 -4.02248 -0.0007
H 3.02665 -0.11097 -3.37829 0.0003
H 1.83737 -1.37202 -3.69568 0.0057
H 5.17514 -1.90236 -2.06048 -0.0014
H 4.54920 -1.78883 -0.39334 0.0044
H 4.61997 -0.34156 -1.39211 0.0009
H 3.43369 -3.75694 -2.46847 -0.0005
H 1.71161 -3.40344 -2.18752 0.0051
H 2.80624 -3.53544 -0.81192 0.0063
C -2.99679 -2.05144 -3.60649 0.0115
C -3.79440 -1.31728 -2.73862 -0.0026
C -3.26689 -0.70752 -1.61135 0.0023
C -1.89245 -0.80728 -1.28184 0.0118
C -1.09367 -1.54538 -2.19082 -0.0398
C -1.63568 -2.14453 -3.30921 -0.0009
N -1.30479 -0.17884 -0.20918 -0.0196
C -2.14561 0.14991 0.84481 -0.0120
C -2.01976 1.37939 1.51914 0.0238
C -2.76979 1.67364 2.64360 0.0030
C -3.70178 0.77070 3.14619 0.0087
C -3.85196 -0.44552 2.48974 -0.0051
C -3.09424 -0.75055 1.37233 -0.0157
H -3.41300 -2.52712 -4.48769 0.0016
H -4.85570 -1.20172 -2.94381 -0.0004
H -3.92396 -0.12830 -0.97465 0.0011
H -0.02824 -1.60350 -1.97947 0.0460
H -0.97217 -2.69970 -3.96668 0.0000
H -1.29849 2.09490 1.14886 -0.0093
H -2.61359 2.62795 3.13665 0.0016
H -4.28119 1.00202 4.03285 0.0014
H -4.55631 -1.18262 2.86493 -0.0006
H -3.21184 -1.71778 0.89764 0.0100

[2]
71
Properties=species:S:1:pos:R:3:lowdin_charge:R:1 method="wB97M-V/def2-TZVPD" max_force_ha_per_bohr=0.007 homo_ev=-3.42 de_lowest_ev=0.575 lumo_ev=1.9566 charge=-1
Ba -0.09045 -0.15047 -0.08765 1.8855
N -1.55197 -1.86269 -2.00288 -0.0554
C -2.68857 -2.36416 -1.24883 -0.2720
C -3.71190 -1.25200 -1.02877 -0.1978
N -3.22984 -0.15061 -0.19710 -0.1919
C -3.57141 1.16906 -0.73429 -0.2027
C -2.86401 1.56444 -2.02451 -0.2621
N -1.43102 1.70772 -1.82879 -0.0597
C -3.74229 -0.23675 1.17489 -0.2137
C -3.21072 -1.40631 1.98755 -0.2654
N -1.76277 -1.31591 2.10819 -0.0564
H -1.78921 -1.56641 -2.94017 0.0777
H -0.76680 -2.49980 -2.05952 0.0599
H -2.31799 -2.71136 -0.28168 0.0925
H -3.20820 -3.21095 -1.72257 0.1069
H -4.62358 -1.69259 -0.59802 0.1183
H -3.99677 -0.86203 -2.01090 0.1098
H -3.29878 1.89695 0.03354 0.1193
H -4.66019 1.25683 -0.90090 0.1238
H -3.35445 2.48415 -2.37477 0.1095
H -3.02458 0.81354 -2.80294 0.0965
H -1.18180 2.43564 -1.16370 0.0622
H -0.93422 1.87605 -2.69348 0.0689
H -4.84586 -0.29118 1.16607 0.1218
H -3.44269 0.67723 1.68862 0.0949
H -3.48029 -2.36167 1.52439 0.0964
H -3.73421 -1.36969 2.95365 0.1104
H -1.38029 -2.04155 2.69961 0.0697
H -1.50439 -0.39596 2.47787 0.0289
Cl -1.02541 5.49804 4.82393 0.5923
C -0.47564 4.57002 3.46173 -0.7415
C 0.56788 5.01684 2.68042 -0.7389
Cl 1.35575 6.52138 3.04516 0.5946
C 0.99445 4.24491 1.58469 -0.6241
Cl 2.32364 4.78314 0.59672 0.6267
C 0.40681 3.02213 1.24313 -0.4755
O 0.78712 2.29333 0.24856 -0.3276
C -0.70134 2.55694 2.06498 -0.4605
O -1.25799 1.42673 1.76472 -0.3191
C -1.09568 3.34836 3.14343 -0.6219
Cl -2.42162 2.75175 4.11181 0.6228
N 3.58650 -2.85389 0.70559 0.1089
C 3.20057 -3.84252 -0.16103 -0.1003
C 1.84848 -3.91240 -0.05032 -0.1406
N 1.38142 -2.98355 0.85070 0.0993
C 2.45892 -2.35840 1.27772 -0.3072
C 2.46413 -1.25464 2.23371 -0.2960
N 1.49720 -0.38370 2.34570 0.0441
C 1.88741 0.51463 3.30447 -0.0934
C 3.11726 0.17080 3.78068 -0.0741
N 3.48433 -0.96082 3.08327 0.0993
H 4.48637 -2.40632 0.70918 0.1522
H 3.90310 -4.35271 -0.79437 0.1120
H 1.17762 -4.56364 -0.58452 0.1003
H 1.27045 1.36051 3.56386 0.1136
H 3.75628 0.61549 4.52208 0.1066
H 4.31290 -1.50715 3.23483 0.1482
C 2.74931 0.94163 -2.69174 0.0149
C 2.30207 -0.51648 -2.91293 -0.5479
O 1.48968 -0.99194 -1.96549 -0.3759
C 3.58795 -1.38716 -3.01714 -0.5416
F 4.27519 -1.33260 -1.84940 0.1132
F 3.33403 -2.68605 -3.24422 0.1348
F 4.46017 -0.99668 -3.97462 0.1270
C 1.54986 -0.58384 -4.27403 -0.5441
F 2.26535 -0.16745 -5.34481 0.1259
F 0.44979 0.20236 -4.22847 0.1188
F 1.11263 -1.82232 -4.56753 0.1332
H 3.31071 0.99346 -1.76017 0.0943
H 1.86400 1.56251 -2.56363 0.0829
H 3.35762 1.32975 -3.50952 0.0886

[3]
92
Properties=species:S:1:pos:R:3:lowdin_charge:R:1 method="wB97M-V/def2-TZVPD" max_force_ha_per_bohr=0.267 homo_ev=-10.17 lumo_ev=-8.2732 charge=+1
C -2.60275 1.72019 -0.82817 0.0643
C -1.68806 2.73504 -1.06545 -0.1923
C -2.04893 4.09175 -0.84662 0.0632
C -1.17073 5.07741 -1.09562 -0.0048
C 0.07261 4.74687 -1.58786 0.0526
C 0.49044 3.42753 -1.81410 -0.2136
C 1.83509 3.04494 -2.32538 -0.1168
C 3.00832 3.33620 -1.38837 -0.4234
S 2.72854 4.35423 0.11881 1.0982
C 2.36826 2.89128 1.02130 -0.5472
C 1.51279 3.01031 2.22888 -0.1878
C 1.89624 1.99104 3.28567 -0.9137
O 3.06000 1.78397 3.50961 -0.1867
Br 0.47333 1.09830 4.13543 0.9102
N 2.89703 1.84810 0.53638 0.0548
C 3.68819 2.14212 -0.72253 -0.3061
C 3.81040 0.84516 -1.53755 -0.0275
C -0.39537 2.46275 -1.56090 0.0646
H -3.35177 2.05854 -0.11227 0.1269
H -3.22242 1.50797 -1.84667 0.1260
H -2.13940 0.79444 -0.51501 0.1275
H -3.02721 4.35438 -0.48413 0.1407
H -1.44935 6.09561 -0.91051 0.1343
H 0.78827 5.52423 -1.79002 0.1292
H 2.00885 3.47058 -3.31876 0.1124
H 1.79822 1.97500 -2.48593 0.1119
H 3.77473 3.89750 -1.91095 0.1168
H 1.46735 4.02236 2.62057 0.1196
H 0.49057 2.77970 1.93249 0.1125
H 2.72510 0.81962 1.07810 -0.0601
H 4.67665 2.37419 -0.33985 0.1547
H 2.91591 0.25337 -1.41070 0.0629
H 4.65197 0.27332 -1.18264 0.0932
H 3.88636 1.10951 -2.58055 0.0479
H -0.13162 1.43722 -1.74977 0.1496
C -4.37251 3.82559 2.87620 -0.2520
C -4.67468 5.18013 3.47126 -0.2389
O -6.07870 5.30175 3.67834 -0.0621
O -5.08702 3.65410 1.64041 -0.1011
H -3.30392 3.71172 2.67740 0.1010
H -4.69283 3.03283 3.55381 0.0996
H -4.38993 5.97737 2.78025 0.1185
H -4.14725 5.31831 4.41718 0.1192
H -6.31922 4.70588 4.39710 0.1011
H -5.94419 4.08487 1.76445 0.0770
N 4.29629 2.64800 -6.80582 -0.4965
S 3.65576 2.24539 -5.41726 0.4894
O 4.44511 1.42337 -4.56956 -0.2488
O 2.24022 2.03652 -5.39753 -0.2641
F 3.77193 3.66070 -4.68872 -0.1777
S 4.40564 1.40350 -7.78552 0.0879
O 5.26075 1.63689 -8.91162 -0.4138
O 3.19912 0.66475 -8.07553 -0.5146
F 5.23798 0.37882 -6.96223 -0.1160
C 4.38845 -5.38021 0.04172 -0.6781
F 5.59108 -4.91875 -0.23756 0.1764
F 4.25793 -6.56607 -0.51783 0.1776
F 4.29533 -5.53502 1.38538 0.1007
S 3.09650 -4.22082 -0.54077 0.4562
O 3.27842 -4.12069 -1.94457 -0.2121
O 3.33818 -2.99543 0.17870 -0.6218
O 1.81613 -4.81665 -0.11858 -0.4222
Cs 3.05255 2.86463 -8.98400 1.7259
Be 4.03364 3.59121 4.06721 0.5374
F -2.63581 3.24656 5.15747 -0.2426
P -3.16521 2.42659 6.51815 0.4226
F -2.63801 1.79735 7.94955 -0.2026
F -4.58741 2.68010 7.32978 -0.2083
F -2.69626 3.88890 7.15534 -0.2133
F -2.15420 1.20103 5.98319 -0.2779
F -4.29425 1.75238 5.48115 -0.2284
C -1.50148 -7.37292 1.45522 -0.0546
C -0.57763 -7.97114 0.39043 -0.4498
C -0.33391 -7.10539 -0.83608 -0.3201
F -1.46821 -6.85393 -1.51276 0.1042
F 0.49588 -7.73364 -1.69703 0.1124
F -1.03453 -9.18293 0.03800 0.1517
F 0.63530 -8.17453 0.98759 0.1023
O -2.85318 -7.79976 1.44330 0.0491
C -3.80483 -7.19022 0.64619 -0.5348
C -4.39083 -8.15527 -0.38866 -0.2877
F -3.43415 -8.62762 -1.20588 0.1066
F -5.29676 -7.50207 -1.14400 0.1091
F -3.31752 -6.06533 0.09048 0.1407
F -4.80013 -6.80635 1.46602 0.1549
H -1.12682 -7.72624 2.41527 0.1471
H -1.42467 -6.27480 1.50589 0.1361
H 0.13090 -6.15786 -0.56030 0.1291
H -4.87340 -8.99914 0.10835 0.1791
Cl 2.82834 -0.90328 1.18016 0.1711
F -3.75434 0.85025 -2.93944 -0.2715
Ca 1.62473 -3.38815 1.95347 1.5337